1.
This record from the OMol25 dataset describes a structure of composition C25H35BrN4O2PtS2. The level of theory is the ωB97M-V functional and the def2-TZVPD basis.

The geometry in XYZ format:
```
70
Properties=species:S:1:pos:R:3
Pt -1.52 1.09 -1.40
N -1.63 2.04 -3.50
C -3.04 2.32 -3.90
C -4.00 1.48 -3.07
N -3.68 1.53 -1.63
C -4.01 2.78 -0.90
C -2.90 3.81 -0.96
N -1.60 3.18 -0.62
H -1.06 2.88 -3.58
H -1.23 1.38 -4.16
H -3.20 2.10 -4.95
H -3.24 3.39 -3.78
H -3.94 0.44 -3.38
H -5.03 1.82 -3.25
H -4.19 0.78 -1.18
H -4.16 2.50 0.15
H -4.95 3.20 -1.26
H -3.13 4.62 -0.27
H -2.81 4.27 -1.95
H -1.52 3.09 0.39
H -0.83 3.77 -0.93
O 0.56 -0.10 -0.28
S 0.98 -1.53 -0.44
C 1.13 -2.47 1.14
C 1.64 -1.74 2.41
C 0.76 -1.99 3.64
C -0.59 -1.29 3.69
S -0.53 0.51 4.09
O -0.96 1.27 2.90
C 0.99 0.98 4.71
C 1.29 0.52 6.01
C 2.50 0.89 6.57
C 3.36 1.73 5.86
C 3.03 2.19 4.58
C 1.84 1.84 4.00
C 2.63 -1.61 -1.02
C 3.20 -2.91 -1.25
C 4.48 -3.01 -1.71
C 5.19 -1.83 -2.02
C 4.62 -0.54 -1.79
C 3.33 -0.43 -1.34
H 1.82 -3.27 0.87
H 0.15 -2.93 1.26
H 1.81 -0.67 2.22
H 2.61 -2.17 2.64
H 1.31 -1.77 4.55
H 0.53 -3.06 3.69
H -1.25 -1.71 4.45
H -1.12 -1.27 2.73
H 0.59 -0.09 6.57
H 2.77 0.55 7.56
H 4.28 2.05 6.32
H 3.72 2.84 4.05
H 1.56 2.18 3.01
H 2.61 -3.80 -1.07
H 4.94 -3.97 -1.87
H 6.17 -1.90 -2.47
H 5.22 0.34 -1.99
H 2.86 0.53 -1.20
Br -2.99 -1.70 -0.43
C -2.20 -1.92 -2.14
C -2.46 -3.08 -2.85
C -1.84 -3.23 -4.08
C -0.97 -2.24 -4.52
C -0.79 -1.12 -3.74
N -1.41 -0.93 -2.56
H -3.13 -3.84 -2.45
H -2.02 -4.11 -4.68
H -0.45 -2.33 -5.46
H -0.09 -0.34 -4.04
```

frontier orbital gap (spin up / spin down): 8.169 / 5.050 eV
electronic energy: -4831.2530 hartree
E_LUMO (spin up / spin down): -10.66 / -14.59 eV
2S+1: 5
relative energy (zero: lowest compared OMol25 entry of this formula, charge and spin): 418.3 kJ/mol
charge: +4
E_HOMO (spin up / spin down): -18.826 / -19.639 eV
⟨S²⟩: 6.0389

---

2.
This record from the OMol25 dataset describes a cluster of 2 separate species, C25H35F3IO4S in total. The level of theory is the ωB97M-V functional and the def2-TZVPD basis.

The geometry in XYZ format:
```
69
Properties=species:S:1:pos:R:3
C 2.66 -2.30 0.90
C 1.46 -1.39 0.92
O 0.65 -1.78 2.05
C -0.47 -1.02 2.11
C -1.31 -1.38 3.25
C -2.60 -0.78 3.41
O -3.44 -1.30 4.17
C -3.03 0.45 2.62
C -3.62 0.09 1.25
C -4.98 -0.63 1.25
C -4.98 -2.07 0.69
C -4.87 -3.19 1.73
C -3.92 -4.34 1.32
C -2.45 -4.10 1.68
C -2.14 -4.39 3.15
C -0.78 -3.87 3.62
C -0.81 -2.43 4.18
O -0.67 -0.18 1.23
H 3.30 -2.05 0.05
H 3.26 -2.17 1.82
H 2.36 -3.35 0.80
H 1.73 -0.34 1.05
H 0.85 -1.49 0.01
H -3.78 0.98 3.22
H -2.15 1.09 2.46
H -3.72 1.04 0.70
H -2.86 -0.48 0.70
H -5.40 -0.62 2.26
H -5.64 -0.03 0.60
H -5.94 -2.21 0.17
H -4.20 -2.17 -0.08
H -4.57 -2.78 2.70
H -5.87 -3.62 1.88
H -4.26 -5.26 1.81
H -3.99 -4.49 0.24
H -1.81 -4.74 1.06
H -2.16 -3.06 1.44
H -2.94 -3.99 3.80
H -2.16 -5.49 3.28
H -0.42 -4.52 4.43
H -0.06 -3.91 2.80
H 0.20 -2.16 4.52
H -1.49 -2.42 5.05
C 5.22 3.88 -3.15
C 3.95 3.55 -3.92
C 4.27 2.87 -5.23
C 2.94 2.73 -3.13
C 1.56 2.82 -3.38
I 0.67 3.82 -5.00
C 0.65 2.15 -2.54
C 1.11 1.34 -1.51
C 2.49 1.17 -1.32
C 3.39 1.87 -2.13
O 3.23 4.81 -4.08
S 3.91 6.02 -5.00
C 4.10 7.36 -3.80
F 4.86 8.34 -4.39
F 2.91 7.90 -3.43
F 4.73 6.94 -2.67
H 5.78 2.96 -2.90
H 5.88 4.52 -3.75
H 4.97 4.40 -2.22
H 4.69 1.88 -5.00
H 3.36 2.72 -5.83
H 5.01 3.43 -5.81
H -0.41 2.28 -2.71
H 0.41 0.83 -0.85
H 2.87 0.52 -0.54
H 4.46 1.74 -1.98
```

frontier orbital gap: 5.160 eV
electronic energy: -2270.0999 hartree
E_LUMO: 1.76 eV
relative energy (zero: lowest compared OMol25 entry of this formula, charge and spin): 0.0 kJ/mol
charge: -1
E_HOMO: -3.404 eV

---

3.
This record from the OMol25 dataset describes a structure of composition C25H35F3KN8O4S. The level of theory is the ωB97M-V functional and the def2-TZVPD basis.

The geometry in XYZ format:
```
77
Properties=species:S:1:pos:R:3
K -0.18 0.75 0.04
O -4.19 3.08 0.65
C -3.03 2.78 0.92
N -2.55 1.59 1.34
C -3.33 0.78 2.08
O -4.29 1.07 2.79
C -2.92 -0.70 2.07
C -3.79 -1.61 2.65
C -3.49 -2.96 2.61
C -2.30 -3.36 2.00
C -1.48 -2.38 1.46
N -1.78 -1.07 1.49
C -1.98 3.85 0.68
C -2.38 5.18 0.72
C -1.44 6.18 0.50
C -0.14 5.81 0.22
C 0.17 4.46 0.17
N -0.72 3.50 0.41
H -4.69 -1.23 3.11
H -4.16 -3.69 3.04
H -2.02 -4.40 1.92
H -0.55 -2.66 0.98
H -3.42 5.40 0.92
H -1.73 7.22 0.54
H 0.63 6.55 0.03
H 1.18 4.13 -0.08
C -1.86 -1.78 -2.07
C -2.67 -0.58 -2.57
N -2.38 0.64 -1.86
C -2.09 1.82 -2.65
C -0.82 1.67 -3.50
N 0.31 1.22 -2.72
C 1.06 0.07 -3.20
C 0.25 -1.23 -3.22
N -0.42 -1.53 -1.96
H -2.21 -2.06 -1.07
H -2.09 -2.63 -2.74
H -2.47 -0.43 -3.63
H -3.73 -0.86 -2.50
H -3.03 0.84 -1.11
H -2.92 2.11 -3.33
H -1.95 2.65 -1.96
H -1.00 0.96 -4.31
H -0.63 2.64 -3.98
H 0.93 1.95 -2.40
H 1.48 0.21 -4.21
H 1.91 -0.04 -2.52
H -0.49 -1.18 -4.03
H 0.94 -2.04 -3.50
H 0.02 -2.32 -1.50
C 1.93 -1.94 2.89
N 2.08 -3.22 2.18
C 1.39 -4.33 2.80
C 2.34 -3.23 0.84
S 1.55 -4.29 -0.22
N 3.28 -2.36 0.42
C 4.35 -1.88 1.29
C 3.45 -2.03 -0.98
H 0.91 -1.87 3.28
H 2.09 -1.11 2.21
H 2.63 -1.87 3.73
H 1.66 -4.33 3.86
H 1.71 -5.27 2.35
H 0.31 -4.25 2.71
H 4.38 -2.47 2.20
H 4.22 -0.83 1.52
H 5.29 -2.02 0.76
H 2.50 -2.12 -1.50
H 4.18 -2.68 -1.46
H 3.78 -0.99 -1.03
F 4.16 3.64 0.67
C 3.90 2.40 1.10
F 3.53 2.50 2.39
F 5.07 1.72 1.08
C 2.82 1.65 0.25
O 2.48 0.56 0.73
O 2.45 2.22 -0.78
```

frontier orbital gap: 8.001 eV
electronic energy: -3010.5911 hartree
E_LUMO: 2.29 eV
relative energy (zero: lowest compared OMol25 entry of this formula, charge and spin): 0.0 kJ/mol
charge: -1
E_HOMO: -5.714 eV